# C5H11N3O

A structure of composition C5H11N3O (ωB97M-V with the def2-TZVPD basis set, the Open Molecules 2025 dataset).

Its LUMO energy is 0.82 eV. The maximum force is 1.607 eV/A. The energy relative to the best compared isomer or geometry (same formula, charge and spin) is 60.5 kcal/mol. As for the total energy: -436.5506 a.u. The HOMO energy is -7.421 eV. As for the frontier orbital gap: 8.242 eV.

Structure (ORCA input):
```
! RIJCOSX wB97M-V def2-TZVPD def2/J DEFGRID3
* xyz 0 1
C -0.2382 1.2877 -1.7182
C 1.1618 -0.4061 -0.0028
C 0.1437 -0.1385 1.0204
C -1.0126 -0.1481 0.2836
N 1.5731 -1.7323 -0.2594
N 0.4343 0.2867 2.3122
N -2.3146 -0.2214 0.7147
C -0.5353 -0.0581 -1.0891
O 2.2628 0.4128 -0.1013
H 2.1686 1.1038 0.5684
H 0.7902 -2.3483 -0.4333
H 2.2266 -1.7897 -1.0319
H -0.1287 1.0604 2.6443
H 0.4741 -0.4293 3.0288
H -2.5214 -0.7985 1.5199
H -3.0320 -0.2522 0.0048
H -0.9744 -0.7636 -1.8055
H 0.1608 1.9898 -0.9815
H -1.1385 1.7428 -2.1508
H 0.4998 1.2023 -2.5233
*
```

Results of the Mulliken charge analysis, in e, for atoms 1 through 5: C -1.226; C 0.949; C -0.467; C 0.216; N -0.643

=====

# C5H11N3O2

The molecule C5H11N3O2 (ωB97M-V with the def2-TZVPD basis set, the Open Molecules 2025 dataset).

Its LUMO energy is 0.84 eV. As for the SMILES: CC(=O)C(N)(N)CC(N)=O. The maximum force is 4.295 eV/A. The energy relative to the best compared isomer or geometry (same formula, charge and spin) is 40.7 kcal/mol. As for the total energy: -511.8413 a.u. The HOMO energy is -9.352 eV. As for the frontier orbital gap: 10.195 eV.

Structure (ORCA input):
```
! RIJCOSX wB97M-V def2-TZVPD def2/J DEFGRID3
* xyz 0 1
C 0.5800 -0.3966 0.4171
C -0.1199 -1.4921 -0.3826
C -1.3901 1.3204 1.3544
C -0.4235 1.0495 0.2366
C -0.8244 -0.7312 -1.4711
N 1.9340 -0.1305 -0.0114
N 0.7115 -0.7454 1.8127
N -0.1321 -0.1110 -2.4566
O 0.0706 1.9625 -0.4273
O -1.9999 -0.3023 -1.2608
H 2.1024 0.8770 -0.0252
H 2.1289 -0.4493 -0.9581
H 1.2468 -1.6128 1.8706
H 1.3088 -0.0509 2.2558
H -0.6742 0.5364 -3.0187
H 0.7867 0.2804 -2.2882
H 0.5401 -2.2594 -0.8035
H -0.8804 -1.9732 0.2418
H -1.1976 0.7770 2.2781
H -1.3630 2.3849 1.5996
H -2.4045 1.0664 1.0369
*
```

Results of the Mulliken charge analysis, in e, for atoms 1 through 5: C 0.441; C -0.853; C -1.421; C 0.818; C 0.478

=====

# C5H11N3O2S

A cluster of 2 separate species, C5H11N3O2S in total (ωB97M-V with the def2-TZVPD basis set, the Open Molecules 2025 dataset).

Its LUMO energy (spin up / spin down) is -1.94 / -1.93 eV. The maximum force is 5.011 eV/A. The energy relative to the best compared isomer or geometry (same formula, charge and spin) is 85.1 kcal/mol. As for the total energy: -909.8814 a.u. The HOMO energy (spin up / spin down) is -9.553 / -9.559 eV. As for the frontier orbital gap (spin up / spin down): 7.616 / 7.626 eV.

Structure (ORCA input):
```
! RIJCOSX wB97M-V def2-TZVPD def2/J DEFGRID3
* xyz 0 1
C 1.1421 -2.1584 0.2636
C 1.6029 0.5827 -1.0548
C 1.5958 1.3682 1.3495
C 0.5945 -0.9263 0.6760
C 1.5911 0.0735 0.4239
N 1.5973 -3.0263 -0.3411
N -3.6272 -0.4053 -0.4922
N -1.1505 -0.9874 -0.9099
O -1.9863 -0.1823 1.2555
O -1.8768 1.3931 -0.7130
S -2.1082 0.0794 -0.1820
H 0.8037 1.2492 -1.2754
H 1.5486 -0.2583 -1.7588
H 2.5320 1.0562 -1.3253
H 2.3269 2.2190 1.0811
H 0.6414 1.7380 1.4426
H 1.6869 1.1505 2.4546
H -0.3496 -0.8938 1.3805
H 2.4320 -0.5002 0.5587
H -4.1651 -0.5773 0.3802
H -4.1382 -0.5019 -1.4713
H -0.6933 -0.4923 -1.7423
*
```

Results of the Mulliken charge analysis, in e, for atoms 1 through 5: C 0.076; C -1.600; C -1.451; C -0.526; C 0.953